<w>
DFT (ωB97M-V/def2-TZVPD) results for an isolated molecule of C19H19N3O3S.

lowest unoccupied orbital energy	0.282	eV
SMILES string	COc1ccc(NCc2nnc(SCC(=O)c3ccc(C)cc3)o2)cc1
highest occupied orbital energy	-7.6967	eV

The geometry in XYZ format:
```
45
C19H19N3O3S (ωB97M-V/def2-TZVPD)
C -7.02952 -2.27165 -0.37315
H -7.49148 -3.16338 0.04800
O -6.07929 -1.85209 0.57298
C -5.34419 -0.73199 0.30020
C -5.45105 0.03597 -0.85272
C -4.64468 1.14674 -1.02157
C -3.72301 1.53201 -0.05241
C -3.62403 0.75802 1.10399
C -4.41985 -0.35492 1.27247
H -4.33904 -0.95636 2.16398
H -2.92448 1.01497 1.88340
N -2.98756 2.70502 -0.24376
H -2.98491 2.99334 -1.21366
C -1.69215 2.86166 0.38078
C -0.75841 1.77082 -0.02527
N -0.27486 1.55409 -1.20136
N 0.43000 0.40608 -1.14842
C 0.33631 -0.02644 0.07430
S 1.02672 -1.44462 0.76213
C 1.83263 -2.15123 -0.72214
C 3.33605 -2.26174 -0.51092
O 3.86528 -3.34946 -0.50571
C 4.08354 -1.01203 -0.27966
C 5.29112 -1.10097 0.41807
C 6.03694 0.02769 0.67890
C 5.61139 1.27813 0.23789
C 4.42109 1.36059 -0.47579
C 3.66047 0.23644 -0.73387
H 2.75258 0.33914 -1.30821
H 4.08358 2.32087 -0.83888
C 6.43693 2.49598 0.50851
H 6.78894 2.50064 1.53822
H 5.86876 3.40399 0.32377
H 7.31245 2.50165 -0.14108
H 6.96299 -0.05467 1.22930
H 5.61766 -2.07246 0.75775
H 1.42064 -3.15007 -0.86700
H 1.57203 -1.50240 -1.55563
O -0.40430 0.79025 0.84801
H -1.28145 3.82522 0.07216
H -1.79923 2.85093 1.46777
H -4.73392 1.73104 -1.92660
H -6.15059 -0.22013 -1.63266
H -6.56161 -2.52602 -1.33029
H -7.79931 -1.50990 -0.53706
```

Here is what Mulliken gives for the atomic charges, in e: -0.86, 0.23, -0.43, 0.70, -0.44, -0.87, 0.53, 0.01, -0.89, 0.42, 0.30, -0.28, 0.28, -1.16, 1.13, -0.90, -0.11, 0.62, -0.20, -0.87, 0.62, -0.58, 0.21, -0.77, -0.54, 1.06, -0.93, -0.29, 0.50, 0.36, -1.42, 0.36, 0.35, 0.30, 0.39, 0.45, 0.44, 0.50, -0.29, 0.45, 0.29, 0.28, 0.38, 0.34, 0.34

---

<x>
DFT (ωB97M-V/def2-TZVPD) results for an isolated molecule of C19H19N3O3S.

lowest unoccupied orbital energy	0.511	eV
SMILES string	CCOc1ccc(/N=C2/NC(=O)[C@@H](CC(=O)Nc3ccccc3)S2)cc1
highest occupied orbital energy	-7.8190	eV

The geometry in XYZ format:
```
45
C19H19N3O3S (ωB97M-V/def2-TZVPD)
C -0.31947 -4.04878 5.35698
C 0.90874 -4.36631 4.50823
O 1.40164 -3.23707 3.81651
C 0.75924 -2.78564 2.70570
C 1.27295 -1.60930 2.15301
C 0.72882 -1.06442 1.01351
C -0.36737 -1.67519 0.40049
C -0.89248 -2.83565 0.96049
C -0.33050 -3.39630 2.09091
H -0.75627 -4.30749 2.48068
H -1.74062 -3.30627 0.48760
N -1.02494 -1.12524 -0.68424
C -0.51559 -0.55159 -1.67298
N -1.31643 0.07326 -2.60866
C -0.75808 0.80890 -3.60233
O -1.38120 1.46489 -4.40223
C 0.76098 0.74701 -3.54710
H 1.13275 0.32479 -4.48431
C 1.36652 2.14312 -3.33081
H 0.84728 2.85724 -3.97404
H 2.42655 2.13249 -3.58472
C 1.24719 2.52721 -1.85449
O 2.20979 2.60605 -1.13057
N -0.04650 2.70137 -1.46167
C -0.56884 2.63510 -0.16170
C 0.23619 2.56073 0.96941
C -0.34744 2.41743 2.21505
C -1.72344 2.35787 2.34913
C -2.52526 2.44717 1.22358
C -1.95381 2.58251 -0.02640
H -2.57992 2.64570 -0.90655
H -3.60018 2.40520 1.31722
H -2.17053 2.24440 3.32486
H 0.28409 2.35098 3.08797
H 1.30739 2.60960 0.86850
H -0.74805 2.75407 -2.18827
S 1.19096 -0.39820 -2.18752
H -2.31961 0.03013 -2.48675
H 1.12881 -0.14618 0.61247
H 2.11194 -1.13996 2.64152
H 1.73694 -4.66840 5.15563
H 0.70046 -5.18774 3.81145
H -0.08212 -3.26011 6.06639
H -1.14570 -3.71269 4.73532
H -0.62596 -4.93619 5.90407
```

Here is what Mulliken gives for the atomic charges, in e: -1.04, -0.43, -0.46, 0.78, -1.10, 0.42, 0.00, -0.96, -0.28, 0.35, 0.45, -0.59, 0.42, 0.00, -0.34, -0.62, 0.50, 0.50, -1.04, 0.43, 0.37, 0.43, -0.61, -0.08, 0.31, -0.36, -0.56, -0.52, -0.73, -0.28, 0.40, 0.39, 0.40, 0.41, 0.53, 0.25, -0.13, 0.29, 0.37, 0.46, 0.32, 0.34, 0.30, 0.34, 0.35

---

<x> takes first place; second place is 214.0 kJ/mol up.